(1)
{
  "formula": "C2ClF3",
  "method": "ωB97M-V with the def2-TZVPD basis set",
  "symbols": ["F", "F", "F", "C", "C", "Cl"],
  "xyz": [[-0.0708, -1.7206, 0.0433], [-1.7144, -0.3015, -0.0086], [0.4038, 1.8255, 0.0246], [0.4636, 0.5399, 0.0617], [-0.3893, -0.4495, 0.0169], [2.9071, -0.2301, 0.0007]],
  "orbital_gap_ev": [8.159, 8.166],
  "lumo_energy_ev": [-2.802, -2.796],
  "total_energy_ha": -835.84312,
  "relative_energy_kcal_mol": 70.2,
  "multiplicity": 1
}

***

(2)
{
  "formula": "C2ClF3O3S",
  "method": "ωB97M-V with the def2-TZVPD basis set",
  "symbols": ["C", "F", "O", "O", "F", "O", "C", "F", "S", "Cl"],
  "xyz": [[0.5141, 1.2009, -0.0689], [0.1516, 0.0206, 1.9176], [-0.2037, -1.3414, -1.6397], [-0.9598, -2.3909, 0.4453], [0.3564, 1.2883, -1.3500], [-1.9560, -0.2656, -0.3064], [0.4145, -0.0803, 0.6253], [0.3712, 2.3761, 0.4862], [-0.9224, -1.2584, -0.4109], [2.2342, 0.4508, 0.3016]],
  "orbital_gap_ev": 9.714,
  "lumo_energy_ev": -1.127,
  "total_energy_ha": -1459.76709,
  "relative_energy_kcal_mol": 86.8,
  "multiplicity": 1
}

***

(3)
{
  "formula": "C2ClF3S",
  "method": "ωB97M-V with the def2-TZVPD basis set",
  "symbols": ["Cl", "F", "S", "F", "F", "C", "C"],
  "xyz": [[-1.5505, -0.0424, 1.7941], [0.4043, 0.1039, -1.5355], [2.3439, 0.0238, 0.2189], [0.2715, -1.6504, -0.2647], [-1.0275, 1.4877, -0.2193], [-0.7797, 0.3815, 0.3382], [0.3380, -0.3041, -0.3317]],
  "orbital_gap_ev": [8.600, 6.357],
  "lumo_energy_ev": [-1.314, -2.369],
  "total_energy_ha": -1234.04090,
  "relative_energy_kcal_mol": 65.8,
  "multiplicity": 1
}

***

(4)
{
  "formula": "C2ClI",
  "method": "ωB97M-V with the def2-TZVPD basis set",
  "symbols": ["Cl", "C", "C", "I"],
  "xyz": [[-0.1057, -2.3893, 0.7265], [-0.0625, -0.7201, 0.1527], [-0.0391, 0.4381, -0.2351], [0.2073, 2.6713, -0.6441]],
  "orbital_gap_ev": 8.660,
  "lumo_energy_ev": -1.287,
  "total_energy_ha": -833.97317,
  "relative_energy_kcal_mol": 5.3,
  "smiles": "ClC#CI",
  "multiplicity": 1
}

***

(5)
{
  "formula": "C2ClN3O4",
  "method": "ωB97M-V with the def2-TZVPD basis set",
  "symbols": ["N", "N", "O", "O", "C", "O", "Cl", "C", "O", "N"],
  "xyz": [[-1.2820, 0.8255, -1.1412], [1.6676, 0.7644, 0.9492], [1.6493, 1.3954, 1.9332], [-0.4957, -1.1034, 1.4958], [1.6748, 0.4258, -0.1975], [-1.4490, 1.6972, -1.8946], [2.1339, -0.7498, -1.2036], [-0.9782, -0.0229, -0.3598], [-1.8099, -2.0622, -0.0155], [-1.1108, -1.1700, 0.4340]],
  "orbital_gap_ev": 8.275,
  "lumo_energy_ev": -1.586,
  "total_energy_ha": -1001.26279,
  "relative_energy_kcal_mol": 74.0,
  "smiles": "O=[N+]([O-])C#[N+][O-].[O-][N+]#CCl",
  "multiplicity": 1
}

***

(6)
{
  "formula": "C2ClO2S",
  "method": "ωB97M-V with the def2-TZVPD basis set",
  "symbols": ["S", "O", "C", "O", "C", "Cl"],
  "xyz": [[0.7808, 1.2382, -0.0267], [1.2734, -1.6251, 1.4290], [-0.6206, 0.7784, -0.8831], [-1.1355, 1.1575, -1.8826], [1.2942, -1.5123, 0.2813], [-1.6798, -0.5103, -0.0467]],
  "orbital_gap_ev": 7.679,
  "lumo_energy_ev": 3.746,
  "total_energy_ha": -1085.15137,
  "charge": -1,
  "relative_energy_kcal_mol": 2.3,
  "multiplicity": 1
}

***

(7)
{
  "formula": "C2ClO4",
  "method": "ωB97M-V with the def2-TZVPD basis set",
  "symbols": ["O", "C", "O", "C", "O", "Cl", "O"],
  "xyz": [[-0.6802, -0.2818, 1.1715], [0.2466, -0.3796, 0.2895], [-2.3681, -0.0534, 1.6718], [0.3099, 0.2728, -1.1547], [0.7155, 1.3915, -0.8443], [1.7788, -0.6445, 1.0257], [-0.0025, -0.3050, -2.1596]],
  "orbital_gap_ev": [8.593, 8.665],
  "lumo_energy_ev": [3.129, 3.302],
  "total_energy_ha": -837.24296,
  "charge": -1,
  "relative_energy_kcal_mol": 172.2,
  "multiplicity": 1
}

***

(8)
{
  "formula": "C2CoF3MgNO4S2",
  "method": "ωB97M-V with the def2-TZVPD basis set",
  "symbols": ["F", "F", "C", "N", "Co", "O", "S", "C", "O", "O", "Mg", "F", "S", "O"],
  "xyz": [[-2.1376, 1.9898, 1.3819], [-0.2409, 2.7510, 0.6907], [-0.8276, 1.8516, 1.4596], [-1.0701, -0.1387, -0.4757], [-1.1258, -1.7198, -1.5535], [0.5139, -2.8589, -2.1855], [-0.3657, 0.1217, 0.9082], [1.2416, -2.1930, -1.4404], [-0.8537, -0.7675, 1.9488], [2.4524, -1.9960, -1.3424], [2.0168, 0.0592, -0.9898], [-0.4364, 2.0212, 2.7096], [-0.3011, 0.6319, -1.9047], [1.1342, 0.2475, 0.7932]],
  "s_squared": 8.765,
  "orbital_gap_ev": [7.848, 6.773],
  "lumo_energy_ev": [-9.702, -13.189],
  "total_energy_ha": -3109.98302,
  "charge": 2,
  "multiplicity": 6
}

***

(9)
{
  "formula": "C2CoF3NO4S2",
  "method": "ωB97M-V with the def2-TZVPD basis set",
  "symbols": ["S", "Co", "C", "C", "N", "F", "O", "O", "O", "F", "O", "S", "F"],
  "xyz": [[-0.0927, 0.9328, -3.2660], [-1.1997, 0.6795, -0.8059], [0.0094, -1.3207, 1.8976], [1.8709, 1.1120, -1.3466], [0.7005, 1.0479, -1.7053], [-0.3338, -2.0382, 2.9601], [-0.3292, 1.1060, 0.9724], [-2.0559, -0.5186, 0.4861], [3.0094, 1.0169, -1.1203], [1.2099, -0.8120, 2.0883], [-1.5819, 0.8249, -2.6577], [-1.2455, 0.0641, 1.6684], [0.0386, -2.0946, 0.8287]],
  "s_squared": 3.758,
  "orbital_gap_ev": [8.175, 7.810],
  "lumo_energy_ev": [-0.200, -0.583],
  "total_energy_ha": -2910.63453,
  "multiplicity": 4
}

***

(10)
{
  "formula": "C2F2IO2",
  "method": "ωB97M-V with the def2-TZVPD basis set",
  "symbols": ["F", "O", "F", "C", "I", "C", "O"],
  "xyz": [[-0.1092, 1.2683, -0.8458], [2.5046, -0.9418, 0.4443], [-1.5135, 2.2220, 0.3269], [1.5143, -1.2974, -0.0460], [-2.2341, -0.6228, 0.1842], [-0.6793, 1.1156, 0.3594], [0.5172, -1.7440, -0.4230]],
  "orbital_gap_ev": 6.472,
  "lumo_energy_ev": 3.424,
  "total_energy_ha": -724.15796,
  "charge": -1,
  "relative_energy_kcal_mol": 16.7,
  "multiplicity": 1
}

***

(11)
{
  "formula": "C2F2NO3S",
  "method": "ωB97M-V with the def2-TZVPD basis set",
  "symbols": ["F", "O", "C", "C", "O", "N", "S", "O", "F"],
  "xyz": [[-0.7786, -0.0228, -1.8344], [2.0012, 1.5669, 0.7091], [-0.7968, 0.2855, -0.5029], [2.0290, 0.4920, 0.2751], [-0.7634, -1.8549, 0.0795], [-1.0905, -0.6781, 0.3750], [2.2507, -0.9343, -0.2694], [-1.4508, -0.3580, 1.5309], [-1.4008, 1.5036, -0.3629]],
  "s_squared": 2.005,
  "orbital_gap_ev": [4.243, 7.521],
  "lumo_energy_ev": [3.204, 3.023],
  "total_energy_ha": -954.46648,
  "charge": -1,
  "relative_energy_kcal_mol": 0.0,
  "multiplicity": 3
}

***

(12)
{
  "formula": "C2F3FeNO4S2",
  "method": "ωB97M-V with the def2-TZVPD basis set",
  "symbols": ["Fe", "O", "N", "C", "S", "F", "S", "F", "O", "F", "O", "O", "C"],
  "xyz": [[-1.4326, -0.6457, 0.3480], [-0.0630, -1.8348, 1.1809], [-1.4621, 0.7707, -1.3044], [2.0992, -0.3639, 0.8914], [-2.8252, -0.1315, -1.9533], [2.2508, 0.9272, 0.6752], [0.5816, -0.6649, 1.9648], [3.1713, -0.8289, 1.5211], [-0.2172, 2.6187, -2.1492], [1.9641, -0.9784, -0.2693], [-0.2887, 0.5388, 1.5187], [-2.9263, -1.1579, -0.7163], [-0.8520, 1.7505, -1.7076]],
  "s_squared": 8.764,
  "orbital_gap_ev": [8.064, 5.947],
  "lumo_energy_ev": [-6.084, -8.297],
  "total_energy_ha": -2791.29039,
  "charge": 1,
  "multiplicity": 6
}

***

(13)
{
  "formula": "C2F3N",
  "method": "ωB97M-V with the def2-TZVPD basis set",
  "symbols": ["C", "F", "F", "F", "C", "N"],
  "xyz": [[0.3741, -0.6125, -0.5804], [0.0477, -1.8883, -0.6827], [-0.7354, 1.5551, 1.8253], [1.3527, -0.3028, -1.4099], [-0.9023, 1.0780, 0.6168], [-0.1368, 0.1705, 0.2309]],
  "orbital_gap_ev": 9.533,
  "lumo_energy_ev": 0.370,
  "total_energy_ha": -430.46260,
  "relative_energy_kcal_mol": 54.6,
  "multiplicity": 1
}

***

(14)
{
  "formula": "C2F3NO5S2Zn",
  "method": "ωB97M-V with the def2-TZVPD basis set",
  "symbols": ["C", "O", "O", "C", "F", "S", "Zn", "O", "N", "S", "O", "F", "F", "O"],
  "xyz": [[-1.2517, 1.6220, -2.4170], [2.2724, -0.0719, 2.8186], [-2.6533, -0.8384, 1.5512], [2.0323, -1.2227, 2.3351], [-0.5340, 1.8529, -3.5057], [-1.6835, -0.8522, 0.4579], [2.3786, -3.5640, 1.4497], [0.8522, 1.6351, -0.7767], [-1.3643, 0.5899, -0.0135], [-0.1505, 0.6415, -1.2439], [2.7049, -2.2426, 2.6767], [-1.6149, 2.7703, -1.8846], [-2.3195, 0.9130, -2.7357], [1.3313, -1.2329, 1.2878]],
  "s_squared": 0.763,
  "orbital_gap_ev": [2.952, 3.026],
  "lumo_energy_ev": [-9.697, -9.621],
  "total_energy_ha": -3381.97746,
  "charge": 1,
  "multiplicity": 2
}

***

(15)
{
  "formula": "C2F4",
  "method": "ωB97M-V with the def2-TZVPD basis set",
  "symbols": ["C", "F", "F", "F", "F", "C"],
  "xyz": [[-0.3533, -0.2282, -1.6134], [-0.2117, 1.0351, -1.1942], [-1.3435, -0.0992, -2.4413], [0.4138, -0.9660, 2.5613], [1.3309, 0.3871, 1.1435], [0.1638, -0.1289, 1.5441]],
  "orbital_gap_ev": 10.883,
  "lumo_energy_ev": -0.406,
  "total_energy_ha": -475.50621,
  "relative_energy_kcal_mol": 72.9,
  "multiplicity": 1
}

***

(16)
{
  "formula": "C2F5NO4S2Sn",
  "method": "ωB97M-V with the def2-TZVPD basis set",
  "symbols": ["O", "F", "F", "S", "F", "O", "O", "Sn", "C", "F", "O", "C", "S", "F", "N"],
  "xyz": [[2.7237, 0.4973, 0.0224], [0.4812, -2.2163, -1.5294], [-3.3428, -0.9438, -2.4535], [-0.4649, -1.4598, 0.8017], [1.2412, 2.6336, 1.5690], [0.4046, 0.0316, -1.1037], [-1.8243, -0.8463, 0.9744], [-2.3832, -0.6905, -0.9900], [-0.3046, -1.2291, -1.0485], [1.0996, 2.9157, -0.5656], [-0.2946, -2.7937, 1.3467], [0.7006, 2.1972, 0.4550], [1.2967, 0.4304, 0.2178], [-0.6052, 2.2019, 0.5471], [0.7216, -0.4584, 1.3571]],
  "orbital_gap_ev": 7.119,
  "lumo_energy_ev": -0.914,
  "total_energy_ha": -1941.74456,
  "relative_energy_kcal_mol": 34.9,
  "multiplicity": 1
}

***

(17)
{
  "formula": "C2F6NO2S2Zn",
  "method": "ωB97M-V with the def2-TZVPD basis set",
  "symbols": ["F", "F", "O", "F", "F", "F", "Zn", "N", "C", "C", "O", "S", "S", "F"],
  "xyz": [[-4.9231, 0.6451, -5.7796], [-4.1612, 2.3710, -0.3997], [-6.1640, -0.6061, -3.3195], [-1.8044, 2.7226, -0.0973], [-5.8990, 2.0616, -4.4769], [-3.7476, 2.0152, -4.6066], [-6.6227, 0.0276, -1.5279], [-4.8342, 0.7086, -1.8250], [-4.8445, 1.2842, -4.6257], [-3.5386, 1.3335, -1.0070], [-3.6544, -0.8303, -3.5927], [-3.0023, 0.0141, 0.0769], [-4.7841, 0.0169, -3.2450], [-2.7027, 1.6633, -2.0235]],
  "s_squared": 0.783,
  "orbital_gap_ev": [4.355, 3.369],
  "lumo_energy_ev": [-4.665, -4.675],
  "total_energy_ha": -3456.09220,
  "multiplicity": 2
}

***

(18)
{
  "formula": "C2F6NO4S2Tl",
  "method": "ωB97M-V with the def2-TZVPD basis set",
  "symbols": ["O", "F", "N", "F", "O", "S", "O", "S", "F", "O", "Tl", "F", "C", "C", "F", "F"],
  "xyz": [[0.5735, -0.4609, 2.9510], [-0.0020, -1.0674, -3.3693], [0.4506, -0.9462, 0.4721], [0.8136, 0.7331, -3.0892], [0.4476, 1.4764, 1.3784], [1.3760, -0.6716, -0.7604], [2.1601, -1.8119, -1.1517], [0.1159, 0.0525, 1.6828], [-2.1374, 1.2135, 2.2157], [2.0738, 0.6434, -0.7334], [1.2164, 2.3556, -0.1653], [-2.2285, -0.1088, 0.5195], [-1.7568, 0.0513, 1.7333], [0.1209, -0.1562, -2.3918], [-2.1517, -0.9266, 2.5150], [-1.0719, -0.3763, -1.8066]],
  "orbital_gap_ev": [7.444, 5.455],
  "lumo_energy_ev": [-13.526, -14.891],
  "total_energy_ha": -1998.90700,
  "charge": 2,
  "relative_energy_kcal_mol": 53.4,
  "multiplicity": 1
}

***

(19)
{
  "formula": "C2F8N",
  "method": "ωB97M-V with the def2-TZVPD basis set",
  "symbols": ["F", "F", "F", "F", "F", "N", "C", "F", "F", "C", "F"],
  "xyz": [[-0.1209, -0.4791, 2.3483], [-0.2917, -0.5670, -2.2743], [-0.4887, 1.3056, 1.2248], [-0.3304, -1.6596, 0.0691], [-1.7440, 0.0934, -1.0377], [-0.4560, 0.1349, -1.2179], [0.2606, -0.5121, -0.0205], [-0.0952, 1.4030, -1.5270], [1.5086, 0.6148, 1.5905], [0.2773, 0.2753, 1.3260], [1.4804, -0.6093, -0.4814]],
  "orbital_gap_ev": 14.476,
  "lumo_energy_ev": -5.130,
  "total_energy_ha": -929.32648,
  "charge": 1,
  "relative_energy_kcal_mol": 45.3,
  "smiles": "FC(F)(F)C(F)(F)[N+](F)(F)F",
  "multiplicity": 1
}

***

(20)
{
  "formula": "C2FN3",
  "method": "ωB97M-V with the def2-TZVPD basis set",
  "symbols": ["C", "F", "N", "N", "N", "C"],
  "xyz": [[1.7185, 0.0443, 0.0693], [-2.8302, 0.3583, 0.2073], [0.7624, -0.8184, 0.1432], [2.6690, 0.6956, 0.0123], [-0.5794, -0.3328, -0.0529], [-1.7404, 0.0530, -0.3793]],
  "orbital_gap_ev": [8.173, 7.529],
  "lumo_energy_ev": [-1.932, -2.307],
  "total_energy_ha": -340.13935,
  "relative_energy_kcal_mol": 66.6,
  "multiplicity": 1
}